No. 1
16
Properties=species:S:1:pos:R:3:forces:R:3 method="wB97M-V/def2-TZVPD" lumo_ha="-0.00814 / -0.00814" e_homo_ev="-7.6 / -7.6"
C 0.298 0.185 -2.540 -0.06 -0.03 0.01
C 0.452 -0.332 -1.466 0.85 0.63 1.69
C 0.692 -0.984 -0.131 -0.95 -1.60 -2.39
C 2.079 -1.442 0.164 0.23 -0.06 -0.08
N -0.331 -1.339 0.576 2.94 -0.22 0.78
C -0.863 -0.160 1.071 -3.46 2.06 -0.51
C -1.609 0.742 0.405 0.82 -1.64 -0.06
N -2.052 1.935 0.914 -0.36 1.63 0.67
H 0.126 0.666 -3.477 0.03 -0.17 0.07
H 2.237 -1.383 1.247 -0.10 -0.15 -0.23
H 2.220 -2.472 -0.162 0.11 -0.06 -0.02
H 2.802 -0.791 -0.332 -0.05 -0.21 -0.08
H -0.652 0.006 2.125 0.17 0.05 0.03
H -1.912 0.574 -0.625 0.19 -0.14 0.08
H -1.715 2.713 0.347 -0.30 -0.12 0.29
H -1.774 2.082 1.882 -0.04 0.02 -0.27

No. 2
19
Properties=species:S:1:pos:R:3:forces:R:3 method="wB97M-V/def2-TZVPD" lumo_ha=0.01853 e_homo_ev=-8.7 smiles="[H]/N=C/NCC.O.O"
H -2.718 1.779 0.115 1.56 -0.76 0.51
N -1.886 1.282 0.561 -3.46 4.06 -1.34
C -1.576 0.219 0.011 1.81 -4.05 3.00
N -0.728 -0.502 0.909 -0.52 -1.51 -2.66
C 0.146 -1.579 0.504 -1.47 -1.31 -0.85
C 1.378 -1.177 -0.260 0.82 2.30 -0.28
H -1.928 -0.522 -0.750 -0.10 1.45 -0.02
H -0.399 -0.044 1.730 -0.18 0.68 0.21
H -0.325 -2.585 0.131 0.03 2.15 -0.30
H 0.376 -1.997 1.437 1.34 -0.39 1.52
H 1.425 -1.168 -1.371 -0.56 -0.34 0.80
H 2.133 -1.824 0.095 1.30 -0.69 0.06
H 1.698 -0.099 0.029 -0.53 -1.79 -0.31
O 1.247 2.425 1.485 2.87 1.66 -0.06
H 0.769 2.461 2.276 -1.37 -0.10 1.49
H 0.843 1.867 0.879 -1.59 -1.50 -1.49
O -0.096 0.655 -2.222 5.73 -7.05 4.13
H -0.549 1.028 -2.833 -4.99 4.51 -6.30
H 0.191 -0.221 -2.727 -0.69 2.68 1.89

No. 3
14
Properties=species:S:1:pos:R:3:forces:R:3 method="wB97M-V/def2-TZVPD" lumo_ha=0.01702 e_homo_ev=-8.3
O -0.963 1.071 1.355 0.15 0.06 0.39
C -1.384 -0.239 -0.085 0.08 -0.19 -0.51
C -0.210 -0.824 -0.558 -0.57 -0.02 -0.14
C 0.809 0.079 -1.217 0.13 0.07 -0.01
C 1.392 -0.153 0.103 0.57 0.15 -0.01
O 1.352 0.647 1.108 0.04 -0.14 -0.32
H -0.998 0.731 2.261 -0.14 -0.02 -0.18
H -1.763 0.680 -0.513 0.15 -0.10 -0.03
H -2.181 -0.920 0.229 0.33 0.34 0.45
H -0.125 -1.902 -0.649 0.04 0.23 0.26
H 0.418 1.088 -1.364 0.16 -0.14 -0.05
H 1.337 -0.325 -2.078 -0.04 0.01 0.10
H 2.054 -1.014 0.219 -0.11 0.00 -0.15
H 0.262 1.082 1.188 -0.79 -0.26 0.21

No. 4
12
Properties=species:S:1:pos:R:3:forces:R:3 method="wB97M-V/def2-TZVPD" lumo_ha=0.02446 e_homo_ev=-9.0 smiles=CS.CS
C -1.240 2.667 -0.024 -0.19 -2.59 -0.77
S 0.223 1.637 0.547 -0.15 -0.12 0.23
H -1.330 3.551 0.617 0.07 -0.38 -0.45
H -0.981 2.797 -1.059 -0.01 1.21 -0.31
H -2.170 2.021 -0.124 0.96 0.95 0.89
H 0.496 0.765 -0.490 -0.65 0.91 0.43
C 0.604 -2.398 0.457 -2.11 2.79 2.44
S 2.146 -2.252 -0.402 0.22 1.15 -1.22
H 0.316 -3.402 0.390 -0.72 -1.37 0.23
H 0.543 -2.028 1.620 0.73 -0.99 -2.88
H -0.206 -1.751 -0.021 1.15 -0.95 0.49
H 1.601 -1.608 -1.510 0.69 -0.61 0.94

Going through the records in order, we get relative energy (zero: lowest compared OMol25 entry of this formula, charge and spin) values of 4.840; 3.173; 4.039; 1.186 eV.
Going through the records in order, we get calculated total energy values of -9326.868; -10378.376; -8369.243; -23872.961 eV.